[1]
# CH5OS

2 unconnected molecules or ions with the total composition CH5OS (the ωB97M-V functional and the def2-TZVPD basis, OMol25).

total charge = -1
LUMO level = 4.312 eV
HOMO = -2.44 eV
HOMO-LUMO gap = 0.24805 hartree
relative energy (zero: lowest compared OMol25 entry of this formula, charge and spin) = 0.045 eV

The geometry in XYZ format:
```
8
Properties=species:S:1:pos:R:3:forces:R:3:nbo_charge:R:1
O 1.48994 1.24886 1.80523 0.3 0.1 0.2 -1.007
H 2.11830 1.88268 1.44424 -0.1 0.0 0.0 0.446
C -1.05534 -0.82671 -0.84088 -0.4 -0.4 0.3 -0.736
S 0.55013 -0.00848 -1.01822 0.3 -0.1 -0.1 -0.710
H -1.58018 -0.48540 0.05404 -0.1 0.2 0.0 0.174
H -1.05582 -1.92849 -0.75170 0.4 0.2 -0.1 0.163
H -1.69358 -0.61916 -1.69605 -0.2 0.2 -0.2 0.171
H 1.22656 0.73670 1.00334 -0.3 -0.1 -0.2 0.499
```
Positions in Å, forces in eV/Å.

[2]
# C5H10N2O

2 unconnected molecules or ions with the total composition C5H10N2O at a distorted geometry (the ωB97M-V functional and the def2-TZVPD basis, OMol25).

SMILES string = Cc1c[nH]cn1.CO
total charge = 0
LUMO level = 0.628 eV
HOMO = -8.48 eV
HOMO-LUMO gap = 0.33456 hartree
relative energy (zero: lowest compared OMol25 entry of this formula, charge and spin) = 1.726 eV

The geometry in XYZ format:
```
18
Properties=species:S:1:pos:R:3:forces:R:3:nbo_charge:R:1
C -0.20913 1.24064 -2.76329 -0.7 -0.4 -1.4 -0.642
C 0.30390 1.92411 0.72866 -1.6 -2.9 -3.2 0.166
C -0.90163 0.37498 -0.35234 1.2 1.4 -1.7 -0.096
C -0.37961 1.24453 -1.29697 2.1 1.5 3.5 0.072
N -0.47134 0.74349 0.91340 0.3 1.8 -2.4 -0.550
N 0.41984 2.21682 -0.55407 -1.5 -1.1 0.5 -0.448
H -0.58930 0.11705 1.66113 0.0 -0.2 1.3 0.415
H 0.80070 2.39912 1.48787 0.9 1.0 1.8 0.191
H -1.43978 -0.48166 -0.65691 -0.6 -0.9 0.6 0.220
H 0.83348 1.46437 -3.10338 -0.8 -0.1 0.7 0.236
H -0.88391 1.95218 -3.31932 0.6 -0.7 0.7 0.222
H -0.44353 0.21243 -3.09817 0.0 0.5 -0.2 0.214
C 1.16752 -2.81649 1.50113 -1.1 -1.2 -0.4 -0.254
O -0.21161 -3.29515 1.35647 -0.1 -0.4 1.8 -0.744
H -0.51715 -3.67280 2.25301 0.9 1.0 -2.2 0.464
H 1.58461 -2.68485 0.47338 -0.4 -0.3 0.9 0.193
H 1.69156 -3.63691 2.05155 0.2 1.2 -0.3 0.178
H 1.13038 -1.83656 1.98062 0.5 -0.2 0.3 0.164
```
Positions in Å, forces in eV/Å.

[3]
# C29H30N3O2Pb

A molecular structure, C29H30N3O2Pb (the ωB97M-V functional and the def2-TZVPD basis, OMol25).

total charge = +1
LUMO level (alpha / beta) = -5.343 / -5.341 eV
HOMO (alpha / beta) = -9.98 / -9.98 eV
HOMO-LUMO gap (alpha / beta) = 0.17024 / 0.17032 hartree
relative energy (zero: lowest compared OMol25 entry of this formula, charge and spin) = 0.320 eV

The geometry in XYZ format:
```
65
Properties=species:S:1:pos:R:3:forces:R:3:nbo_charge:R:1
Pb 0.03090 -0.18930 -1.13875 0.5 -0.1 -0.3 1.518
C -0.86703 -1.01918 2.24495 0.0 0.1 0.1 -0.249
O 0.18943 -0.98428 1.27964 0.0 0.0 0.0 -0.566
C 1.46551 -1.28678 1.74533 -0.2 0.0 0.0 0.264
C 1.69184 -2.15848 2.79382 0.0 0.0 0.0 -0.276
C 2.99977 -2.41035 3.18711 0.0 0.0 0.0 -0.174
C 4.06074 -1.78070 2.54873 0.0 0.0 0.0 -0.209
C 3.82094 -0.89822 1.50861 0.1 0.0 0.0 -0.199
C 2.51971 -0.65649 1.09442 -0.1 0.0 -0.2 0.115
N 2.13858 0.19875 0.02963 0.4 -0.2 0.2 -0.333
N 3.05620 0.90030 -0.46763 -0.2 0.1 0.0 -0.127
C 2.71801 1.86726 -1.38472 0.2 -0.1 -0.1 -0.018
C 1.43542 2.45252 -1.44287 0.1 0.2 0.1 0.374
O 0.36758 1.95090 -0.87439 -0.2 0.3 0.0 -0.837
C 1.31293 3.72033 -2.10101 -0.1 -0.2 0.0 -0.289
C 2.33246 4.23101 -2.82685 0.2 0.1 0.0 -0.094
C 3.59738 3.57094 -2.92616 -0.1 0.0 0.0 -0.123
C 4.61203 4.05204 -3.77447 0.0 0.1 0.0 -0.168
C 5.81937 3.41032 -3.84999 0.0 0.0 0.0 -0.221
C 6.05026 2.27448 -3.05655 0.0 0.0 0.0 -0.170
C 5.07042 1.78226 -2.23028 0.0 0.0 0.1 -0.236
C 3.81388 2.41380 -2.15998 -0.1 -0.1 0.0 0.054
H -0.55654 -0.49387 3.14772 0.0 0.0 0.0 0.206
H -1.70824 -0.50642 1.79051 0.0 0.0 0.0 0.208
H -1.14729 -2.04532 2.48158 0.0 0.0 0.0 0.188
H 0.86915 -2.63767 3.30503 0.0 0.0 0.0 0.229
H 3.18401 -3.10298 3.99673 0.0 0.0 0.0 0.229
H 5.07603 -1.97643 2.86406 0.0 0.0 0.0 0.230
H 4.62798 -0.38261 1.00741 0.0 0.0 0.0 0.241
H 0.35655 4.22109 -2.03264 0.0 0.0 0.0 0.227
H 2.20063 5.16849 -3.35501 0.0 0.0 0.0 0.220
H 4.42040 4.93428 -4.37348 0.0 0.0 0.0 0.217
H 6.59221 3.77508 -4.51268 0.0 0.0 0.0 0.223
H 7.00855 1.77416 -3.10666 0.0 0.0 0.0 0.219
H 5.24935 0.89944 -1.63208 0.0 0.0 0.0 0.223
C -2.05466 -3.18270 -0.79104 0.0 0.0 0.1 -0.593
C -3.51190 -2.74281 -0.58948 0.1 0.0 0.0 -0.279
C -3.81464 -2.47881 0.88966 -0.1 0.0 0.0 -0.593
C -3.94518 -1.57082 -1.42521 -0.1 0.2 0.0 0.201
C -4.92322 -1.76170 -2.36250 -0.1 0.1 -0.1 -0.306
C -5.45174 -0.66978 -3.06152 0.0 0.0 0.0 0.038
C -5.09318 0.65098 -2.79441 0.0 0.0 0.0 -0.306
C -4.09365 0.93561 -1.89744 0.0 -0.2 0.0 0.213
C -3.79455 2.37103 -1.59111 0.1 0.0 0.1 -0.280
C -2.56903 2.87214 -2.37288 0.0 0.0 -0.1 -0.605
C -3.65717 2.64794 -0.09044 0.0 0.0 0.0 -0.598
C -3.35608 -0.20546 -1.27568 -0.2 -0.1 0.0 0.128
N -2.21186 -0.06768 -0.73259 -0.4 0.2 0.2 -0.695
H -1.95348 -4.22541 -0.48930 0.0 0.0 0.0 0.229
H -1.37894 -2.59298 -0.17129 0.0 0.0 0.0 0.208
H -1.73883 -3.10574 -1.83244 0.0 0.0 0.0 0.214
H -4.14732 -3.57160 -0.90795 0.0 0.0 0.0 0.216
H -3.29267 -1.59043 1.23185 0.0 0.0 0.0 0.206
H -3.48737 -3.33039 1.48736 0.0 0.0 0.0 0.224
H -4.88229 -2.33704 1.06104 0.0 0.0 0.0 0.221
H -5.31907 -2.75216 -2.54554 0.0 0.0 0.0 0.236
H -6.21287 -0.85696 -3.81108 0.0 0.0 0.0 0.234
H -5.61034 1.45693 -3.29915 0.0 0.0 0.0 0.238
H -4.66039 2.92651 -1.95937 0.0 0.0 0.0 0.215
H -1.64487 2.58444 -1.88010 0.1 -0.1 0.1 0.238
H -2.60643 3.96124 -2.42207 0.0 0.0 0.0 0.226
H -2.55927 2.49198 -3.39674 0.0 0.0 0.0 0.210
H -2.77567 2.15271 0.31261 0.0 0.0 0.0 0.223
H -4.53518 2.31040 0.46295 0.0 0.0 0.0 0.212
H -3.55105 3.72087 0.06865 0.0 0.0 0.0 0.227
```
Positions in Å, forces in eV/Å.

[4]
# C4H5NO

C4H5NO in the gas phase at a distorted geometry (the ωB97M-V functional and the def2-TZVPD basis, OMol25).

SMILES string = CCC(=O)C#N
total charge = 0
LUMO level = -0.187 eV
HOMO = -11.18 eV
HOMO-LUMO gap = 0.40394 hartree
relative energy (zero: lowest compared OMol25 entry of this formula, charge and spin) = 0.782 eV

The geometry in XYZ format:
```
11
Properties=species:S:1:pos:R:3:forces:R:3:nbo_charge:R:1
C -1.51538 0.21778 -0.09449 -0.1 0.0 0.0 -0.609
C -0.07324 -0.03775 -0.49417 -0.1 0.0 0.0 -0.494
C 0.90627 0.22737 0.61602 -0.2 0.2 0.4 0.507
O 0.66743 0.73101 1.68348 0.1 -0.1 -0.6 -0.459
C 2.24311 -0.34184 0.31166 0.6 -1.0 0.1 0.158
N 3.08771 -1.10483 0.10887 -0.4 0.9 0.1 -0.248
H -1.80114 -0.46204 0.71200 0.0 0.1 -0.1 0.219
H -2.17621 0.04150 -0.94746 0.1 0.0 0.1 0.220
H -1.66307 1.24177 0.25997 0.1 -0.2 -0.1 0.224
H 0.23425 0.56725 -1.35761 0.0 0.0 0.1 0.242
H 0.09027 -1.08023 -0.79827 -0.1 0.1 0.0 0.240
```
Positions in Å, forces in eV/Å.

[5]
# C5H42N2O14

15 unconnected molecules or ions with the total composition C5H42N2O14 at a distorted geometry (the ωB97M-V functional and the def2-TZVPD basis, OMol25).

total charge = +2
LUMO level = -4.770 eV
HOMO = -15.91 eV
HOMO-LUMO gap = 0.40946 hartree
relative energy (zero: lowest compared OMol25 entry of this formula, charge and spin) = 1.361 eV

The geometry in XYZ format:
```
63
Properties=species:S:1:pos:R:3:forces:R:3:nbo_charge:R:1
C 0.17272 2.99837 -1.60883 -1.1 -0.2 0.5 -0.642
C 0.52122 2.10003 -0.42084 0.4 1.2 -0.8 -0.029
C -0.60882 1.14434 -0.10319 0.5 -1.4 -0.2 -0.510
C -0.28204 0.12068 0.96941 -0.7 1.4 -0.4 0.162
C 0.42479 -0.97373 0.85486 0.1 -1.6 0.1 -0.385
N -0.92722 0.46440 2.24835 1.1 -1.4 0.2 -0.753
N 1.79220 1.36706 -0.81327 -0.5 -0.4 0.1 -0.725
H 0.86039 3.81503 -1.81222 0.5 -0.4 -0.2 0.240
H -0.75518 3.53200 -1.40739 -0.2 -0.2 0.2 0.249
H -0.05088 2.32784 -2.44202 0.4 0.4 -0.3 0.234
H 0.80700 2.71122 0.43515 -0.1 -0.1 0.2 0.216
H -0.89078 0.55064 -0.97486 0.3 0.3 -0.3 0.274
H -1.53662 1.66883 0.10512 0.1 0.3 0.3 0.267
H 0.45215 -1.73331 1.62661 0.2 0.4 0.5 0.235
H 0.94428 -1.36247 -0.01213 -0.3 0.6 -0.4 0.218
H -0.99366 1.46429 2.35322 -0.5 0.4 0.3 0.439
H -1.83567 -0.02710 2.33354 -0.1 0.6 0.1 0.496
H -0.28944 0.13882 3.00804 -0.2 0.0 -0.1 0.489
H 2.41509 1.96460 -1.35215 0.0 0.2 0.1 0.437
H 2.28061 1.04030 0.02911 0.4 -0.2 0.1 0.471
H 1.55358 0.57430 -1.43348 -0.1 -0.1 0.0 0.467
H 3.46672 -2.11429 0.14060 0.1 0.0 -0.2 0.513
H 4.52842 -2.63239 1.12163 0.0 0.2 0.1 0.503
O 3.82960 -1.97322 1.03145 -0.1 -0.1 0.0 -0.996
H -2.30394 -2.14676 1.14007 -0.7 -0.5 -0.5 0.505
H -3.74939 -1.38375 0.97698 0.0 -0.8 -0.1 0.513
O -2.82954 -1.35168 1.24626 0.6 1.0 0.3 -0.995
H 4.03578 1.03630 1.96550 -0.1 0.2 0.0 0.506
H 3.52069 -0.33564 1.51042 0.2 -0.1 -0.3 0.523
O 3.24274 0.60521 1.62124 0.2 -0.2 -0.1 -1.008
H 1.77274 -0.90529 4.16047 0.2 0.4 -0.2 0.519
H 2.23181 -0.08850 2.90441 -0.2 0.2 0.2 0.507
O 1.46587 -0.27717 3.47680 -0.1 -0.3 0.5 -1.027
H -0.21936 1.21064 -5.08953 0.4 0.1 -0.2 0.478
H 1.10026 1.65250 -5.80312 -0.1 0.0 -0.1 0.488
O 0.65975 1.59492 -4.94999 0.0 -0.2 0.4 -0.979
H 2.06028 -1.89604 -2.01025 0.4 0.0 0.0 0.500
H 3.50968 -1.58643 -2.31330 0.2 -0.1 0.1 0.493
O 2.95384 -1.97501 -1.62804 -0.4 0.2 -0.1 -0.982
H 3.72661 -2.26226 5.39665 0.3 0.4 -0.1 0.487
H 2.32508 -2.26894 5.82610 -0.1 0.4 0.3 0.477
O 2.99732 -1.63871 5.52263 -0.3 -0.9 -0.1 -0.947
H -3.21568 -0.93088 -4.21666 -0.2 -0.1 -0.5 0.483
H -4.16101 -2.18220 -4.34489 0.1 0.1 -0.1 0.499
O -3.80244 -1.52786 -3.73566 0.2 0.1 0.5 -0.980
H -4.06361 1.45634 -1.70783 0.0 0.2 0.1 0.488
H -3.07094 0.94854 -2.71060 0.1 0.0 0.1 0.474
O -3.11138 1.37401 -1.84521 -0.3 -0.2 -0.2 -0.956
H -2.14961 -1.74320 -2.57668 -0.4 -0.1 0.4 0.507
H -2.37496 -1.09194 -1.18998 0.0 0.0 -0.1 0.501
O -1.71587 -1.54682 -1.72671 0.3 -0.3 -0.3 -0.996
H 0.61503 1.26369 4.51001 0.4 -0.1 0.5 0.490
H -0.17296 1.69540 5.80698 0.3 0.0 -0.1 0.497
O -0.23952 1.52880 4.86237 -0.6 0.1 -0.4 -0.989
H -3.49527 -1.04653 3.55383 0.4 0.0 -0.8 0.475
H -3.91413 -0.03834 4.45251 0.3 1.1 0.0 0.494
O -3.37835 -0.08820 3.64389 -0.8 -1.1 0.8 -0.956
H 0.00534 -1.22163 -2.30672 -0.2 0.6 -0.3 0.518
H 0.46548 -0.45763 -3.60415 0.0 0.2 0.0 0.513
O 0.70058 -0.64071 -2.68702 0.1 -0.4 0.4 -1.016
H -1.60309 -0.47235 -5.85056 0.0 0.0 0.0 0.503
H -2.18008 0.90462 -5.53701 -0.2 0.0 0.0 0.503
O -1.76673 0.13683 -5.11683 -0.2 0.0 -0.2 -0.976
```
Positions in Å, forces in eV/Å.

[6]
# CH4OP2S

2 unconnected molecules or ions with the total composition CH4OP2S at a distorted geometry (the ωB97M-V functional and the def2-TZVPD basis, OMol25).

total charge = 0
LUMO level (alpha / beta) = -1.158 / -2.024 eV
HOMO (alpha / beta) = -9.00 / -8.07 eV
HOMO-LUMO gap (alpha / beta) = 0.28835 / 0.22233 hartree
relative energy (zero: lowest compared OMol25 entry of this formula, charge and spin) = 0.000 eV

The geometry in XYZ format:
```
9
Properties=species:S:1:pos:R:3:forces:R:3:nbo_charge:R:1
C -0.63352 0.93062 0.07611 -1.0 0.5 -1.9 -0.968
O 1.55323 -1.10931 0.27337 0.7 -0.3 -0.6 -0.802
P -2.29801 -1.57622 -0.57974 0.3 0.2 0.3 -0.002
P -1.04737 -0.76264 0.74156 -0.6 -0.2 -0.3 0.244
S 2.43465 -0.89709 -1.10325 -0.3 -0.1 0.4 0.323
H -1.15276 1.18491 -0.90813 0.3 -0.5 1.3 0.236
H 0.42787 1.01985 -0.22633 -0.5 0.3 1.0 0.232
H -1.06024 1.62410 0.82434 0.9 0.0 -0.3 0.243
H 1.77616 -0.41423 0.90207 0.2 0.1 0.2 0.494
```
Positions in Å, forces in eV/Å.